No. 1
Formula: C53H53IrN4O2PSi
Source: OMol25
Level of theory: ωB97M-V/def2-TZVPD

Properties
expectation value of S² = 0.7549
multiplicity = 2
energy above the lowest of the compared OMol25 structures with the same formula, charge and spin = 52.5 kJ/mol

```
115
Properties=species:S:1:pos:R:3:forces:R:3
Ir 0.6251 0.1173 0.1498 -0.6 -0.8 0.2
O -1.1273 2.6113 2.1545 0.0 0.0 0.0
C -1.6106 2.8702 3.3921 0.1 0.0 0.0
C -2.4790 3.9127 3.7114 0.0 0.0 0.0
C -3.0313 4.0056 4.9836 0.0 0.0 0.0
C -2.7336 3.0711 5.9569 0.0 0.0 0.0
C -1.8197 2.0720 5.6542 0.0 0.0 0.0
C -1.2217 1.9812 4.4051 0.1 0.1 0.1
C -0.1147 1.0081 4.2778 -0.1 0.0 0.1
N 1.0406 1.3115 3.8719 0.0 0.0 -0.1
C 2.0204 0.2484 3.9496 0.1 0.0 0.1
C 2.2986 -0.4078 2.5975 -0.1 -0.2 0.0
N 1.0509 -0.7520 1.9101 0.5 0.0 -0.2
C 0.3581 -1.7181 2.3772 -0.3 0.1 0.2
C -0.9843 -2.0561 1.9662 0.0 0.1 0.0
C -1.5541 -3.2008 2.5463 0.0 0.0 0.0
C -2.8529 -3.5759 2.3002 0.0 0.0 0.0
C -3.6241 -2.7698 1.4555 -0.1 0.0 0.0
C -3.1076 -1.6308 0.8891 0.0 0.0 -0.1
C -1.7706 -1.2273 1.1139 -0.2 -0.2 0.2
O -1.3632 -0.1403 0.5195 0.2 0.5 0.0
H -2.7352 4.6695 2.9868 0.0 0.0 0.0
H -3.7070 4.8233 5.2021 0.0 0.0 0.0
H -3.1844 3.1267 6.9383 0.0 0.0 0.0
H -1.5348 1.3521 6.4140 0.0 0.0 0.0
H -0.3230 0.0082 4.6886 0.0 0.0 0.0
H 1.6991 -0.5290 4.6590 0.0 0.0 0.0
H 2.9627 0.6575 4.3200 0.0 0.0 0.0
H 2.8934 -1.3091 2.7876 0.0 0.0 -0.1
H 2.8654 0.2405 1.9388 -0.1 0.1 0.1
H 0.7769 -2.2958 3.2046 -0.1 0.0 0.0
H -0.9303 -3.7986 3.2024 0.0 0.0 0.0
H -3.2696 -4.4696 2.7451 0.0 0.0 0.0
H -4.6531 -3.0421 1.2474 0.0 0.0 0.0
H -3.7073 -1.0119 0.2348 0.0 -0.1 0.0
C -1.5051 3.4491 1.0718 0.0 0.0 -0.1
Si -2.1039 2.6525 -0.5447 0.1 -0.2 0.1
C -0.7724 2.0905 -1.7710 0.0 0.1 0.0
N 0.0418 0.8522 -1.7680 0.2 -0.1 -0.5
C 1.2582 1.1360 -2.6039 -0.2 0.0 0.0
C 0.9666 1.4823 -4.0646 0.0 0.0 0.0
C -0.1172 0.5667 -4.6599 0.0 0.0 0.0
C -0.2768 -0.6705 -3.7878 0.0 0.0 0.0
C -0.7425 -0.2903 -2.3893 -0.1 0.1 0.0
C -2.6729 4.2181 -1.4433 0.0 0.0 0.0
C -1.7511 5.1975 -1.8329 0.0 0.0 0.0
C -2.1565 6.3706 -2.4539 0.0 0.0 0.0
C -3.5041 6.5931 -2.7015 0.0 0.0 0.0
C -4.4370 5.6404 -2.3207 0.0 0.0 0.0
C -4.0239 4.4692 -1.6974 0.0 0.0 0.0
C -3.6301 1.6162 -0.2543 -0.1 0.2 0.0
C -4.1961 1.5470 1.0208 0.0 0.0 0.0
C -5.4165 0.9181 1.2290 0.0 0.0 0.0
C -6.0872 0.3331 0.1641 0.0 0.0 0.0
C -5.5361 0.3836 -1.1097 0.0 0.0 0.0
C -4.3232 1.0286 -1.3138 0.0 0.0 0.0
H -2.3604 4.0778 1.3258 0.0 0.0 0.0
H -0.6843 4.1419 0.8531 0.0 0.0 0.0
H -0.0692 2.9290 -1.6993 0.0 0.0 0.0
H -1.2448 2.2088 -2.7545 0.0 0.0 0.0
H 1.8891 0.2581 -2.5280 0.0 0.0 0.0
H 1.7879 1.9475 -2.1048 0.1 0.0 0.0
H 1.9051 1.3453 -4.6075 0.0 0.0 0.0
H 0.6941 2.5331 -4.1852 0.0 0.0 0.0
H 0.1296 0.2923 -5.6865 0.0 0.0 0.0
H -1.0773 1.0910 -4.7063 0.0 0.0 0.0
H -1.0124 -1.3584 -4.2109 0.0 0.0 0.0
H 0.6707 -1.2161 -3.7299 0.0 0.0 0.0
H -0.6805 -1.1467 -1.7238 0.0 0.0 0.0
H -1.7905 0.0159 -2.4156 0.0 0.0 0.0
H -0.6908 5.0545 -1.6494 0.0 0.0 0.0
H -1.4216 7.1115 -2.7434 0.0 0.0 0.0
H -3.8244 7.5065 -3.1868 0.0 0.0 0.0
H -5.4907 5.8081 -2.5067 0.0 0.0 0.0
H -4.7701 3.7398 -1.4041 0.0 0.0 0.0
H -3.6794 1.9792 1.8694 0.0 0.0 0.0
H -5.8366 0.8765 2.2260 0.0 0.0 0.0
H -7.0356 -0.1636 0.3261 0.0 0.0 0.0
H -6.0555 -0.0716 -1.9440 0.0 0.0 0.0
H -3.9251 1.0865 -2.3229 0.0 0.0 0.0
N 2.1748 -0.7721 -0.6653 0.5 0.8 -0.1
P 3.0323 -2.0351 -0.6410 -0.2 -0.3 0.1
C 4.6191 -1.9455 0.2518 0.1 0.1 -0.1
C 5.0553 -0.6755 0.6157 0.0 0.0 0.1
C 6.3049 -0.4998 1.1965 0.0 0.0 0.0
C 7.1283 -1.5957 1.4101 0.0 0.0 0.0
C 6.7066 -2.8649 1.0319 0.0 0.0 0.0
C 5.4619 -3.0379 0.4461 0.0 0.0 0.0
C 3.6023 -2.4679 -2.3211 0.0 0.0 0.0
C 4.2055 -1.4433 -3.0523 0.0 0.0 0.0
C 4.6186 -1.6565 -4.3566 0.0 0.0 0.0
C 4.4356 -2.9018 -4.9490 0.0 0.0 0.0
C 3.8499 -3.9283 -4.2263 0.0 0.0 0.0
C 3.4372 -3.7135 -2.9149 0.0 -0.1 0.0
C 2.1596 -3.5155 -0.0349 0.0 -0.1 0.0
C 0.9899 -3.8614 -0.7166 0.0 0.0 0.0
C 0.1862 -4.8955 -0.2661 0.0 0.0 0.0
C 0.5393 -5.5981 0.8790 0.0 0.0 0.0
C 1.6837 -5.2469 1.5796 0.0 0.0 0.0
C 2.4875 -4.2052 1.1285 0.0 0.0 0.0
H 4.3999 0.1693 0.4337 0.0 0.0 0.0
H 6.6362 0.4922 1.4770 0.0 0.0 0.0
H 8.1030 -1.4626 1.8623 0.0 0.0 0.0
H 7.3528 -3.7199 1.1863 0.0 0.0 0.0
H 5.1550 -4.0284 0.1272 0.0 0.0 0.0
H 4.3416 -0.4705 -2.5915 0.0 0.0 0.0
H 5.0860 -0.8537 -4.9133 0.0 0.0 0.0
H 4.7531 -3.0689 -5.9705 0.0 0.0 0.0
H 3.7104 -4.9018 -4.6795 0.0 0.0 0.0
H 2.9843 -4.5258 -2.3599 0.0 0.0 0.0
H 0.7022 -3.2999 -1.5986 0.0 0.0 0.0
H -0.7231 -5.1444 -0.7985 0.0 0.0 0.0
H -0.0899 -6.4042 1.2350 0.0 0.0 0.0
H 1.9519 -5.7785 2.4847 0.0 0.0 0.0
H 3.3649 -3.9258 1.6992 0.0 0.0 0.0
```
Positions in Å, forces in eV/Å.


No. 2
Formula: C53H56BrGeMnN4O5Se
Source: OMol25
Level of theory: ωB97M-V/def2-TZVPD

Properties
total charge = -1
expectation value of S² = 8.7568
multiplicity = 6
energy above the lowest of the compared OMol25 structures with the same formula, charge and spin = 0.0 kJ/mol

```
122
Properties=species:S:1:pos:R:3:forces:R:3
Mn 0.9325 -0.7503 -1.4150 -0.1 1.0 -0.2
C -1.2185 -0.9138 -4.0002 0.0 0.1 0.1
O -0.5905 -1.6485 -2.9486 0.2 -0.4 0.1
C -0.4073 -2.9978 -3.1016 -0.3 0.1 -0.2
C -1.2815 -3.7989 -3.8310 0.1 0.1 0.1
C -1.0807 -5.1699 -3.8963 0.1 0.0 0.0
C -0.0032 -5.7493 -3.2412 0.0 0.1 0.0
C 0.8842 -4.9464 -2.5431 0.1 -0.3 0.0
C 0.7043 -3.5769 -2.4780 0.4 0.6 0.2
N 1.6359 -2.6691 -1.8645 1.2 -1.3 0.0
N 2.7185 -3.2295 -1.4532 -0.9 0.6 -0.3
C 3.7762 -2.4898 -0.9960 -0.4 -0.2 -0.2
C 3.9116 -1.0714 -1.1247 -0.1 0.4 0.2
O 2.9734 -0.2648 -1.4309 0.6 -0.7 -0.1
C 5.2456 -0.5185 -0.8797 -0.5 0.0 -0.1
C 6.2654 -1.2780 -0.4521 0.1 -0.2 0.1
C 6.1102 -2.6890 -0.1958 0.1 0.3 0.0
C 7.1680 -3.4475 0.3279 0.0 0.0 0.0
C 7.0109 -4.7826 0.6083 -0.1 0.0 0.0
C 5.7682 -5.3848 0.3606 0.0 0.0 0.0
C 4.7240 -4.6589 -0.1600 0.0 0.1 -0.1
C 4.8690 -3.2867 -0.4606 -0.1 -0.1 -0.1
H -0.6505 -1.0276 -4.9230 0.0 0.0 0.0
H -1.1939 0.1246 -3.6800 0.0 0.0 0.0
H -2.2550 -1.2223 -4.1239 -0.1 0.0 0.0
H -2.1275 -3.3558 -4.3315 -0.1 0.1 0.0
H -1.7719 -5.7820 -4.4604 0.0 0.0 0.0
H 0.1543 -6.8181 -3.2830 0.0 0.0 0.0
H 1.7516 -5.3690 -2.0530 0.0 0.0 0.0
H 5.3502 0.5490 -1.0235 0.0 0.0 0.0
H 7.2341 -0.8290 -0.2606 0.0 0.0 0.0
H 8.1151 -2.9551 0.5177 0.0 0.0 0.0
H 7.8296 -5.3599 1.0170 0.0 0.0 0.0
H 5.6267 -6.4337 0.5903 0.0 0.0 0.0
H 3.7665 -5.1253 -0.3406 0.0 0.0 0.0
O 1.5880 0.1036 -3.9685 0.3 -0.2 0.0
H 1.2944 1.0147 -3.7319 -0.1 0.1 -0.1
H 2.5256 0.1058 -3.7381 -0.1 -0.1 0.1
Br -0.3329 -1.5235 0.6054 -0.1 -0.2 0.4
O 0.6630 2.4789 -3.1723 0.0 0.3 -0.4
C 0.1651 2.2399 -2.0644 0.2 0.1 0.3
O 0.0823 1.0990 -1.5276 -0.2 -0.2 0.0
C -0.3573 3.3746 -1.1925 -0.1 0.0 0.0
C -1.5898 2.9419 -0.4042 0.1 0.1 0.1
Ge -3.2632 2.7429 -1.3828 -0.2 0.2 0.0
C -4.6405 3.5384 -0.2239 -0.1 0.0 0.0
C -5.8005 2.8532 0.1303 0.0 0.0 0.0
C -6.7789 3.4549 0.9149 0.0 0.0 0.0
C -6.6100 4.7578 1.3566 0.0 0.0 0.0
C -5.4587 5.4561 1.0150 0.0 0.0 0.0
C -4.4867 4.8492 0.2333 0.0 -0.1 0.0
C -3.7968 0.9074 -1.7214 0.0 -0.2 -0.1
C -3.3119 -0.1314 -0.9292 0.0 0.0 -0.1
C -3.6840 -1.4472 -1.1743 0.0 0.0 0.0
C -4.5713 -1.7356 -2.2007 0.0 0.0 0.0
C -5.0733 -0.7094 -2.9921 0.0 0.0 0.0
C -4.6759 0.6012 -2.7627 0.0 0.0 0.1
C -3.4242 3.7205 -3.0734 0.0 0.1 0.0
C -2.3702 3.9054 -3.9706 0.0 0.0 0.0
C -2.5770 4.5521 -5.1838 0.0 0.0 0.0
C -3.8366 5.0201 -5.5245 0.0 0.0 0.0
C -4.8949 4.8441 -4.6442 0.0 0.0 0.0
C -4.6869 4.2039 -3.4302 0.1 0.0 0.0
H -0.5277 4.2655 -1.7974 0.0 0.0 0.0
H 0.4629 3.5932 -0.4998 0.0 0.0 0.0
H -1.8281 3.6481 0.3946 0.1 0.0 0.0
H -1.3640 1.9762 0.0545 -0.1 0.0 0.1
H -5.9407 1.8328 -0.2070 0.0 0.0 0.0
H -7.6725 2.9046 1.1812 0.0 0.0 0.0
H -7.3710 5.2289 1.9652 0.0 0.0 0.0
H -5.3208 6.4738 1.3582 0.0 0.0 0.0
H -3.5960 5.4104 -0.0280 0.0 0.0 0.0
H -2.5944 0.0637 -0.1429 0.0 0.0 0.0
H -3.2541 -2.2394 -0.5764 0.0 0.0 0.0
H -4.8558 -2.7616 -2.3976 0.0 0.0 0.0
H -5.7598 -0.9319 -3.8003 0.0 0.0 0.0
H -5.0514 1.3894 -3.4051 0.0 0.0 0.0
H -1.3736 3.5456 -3.7431 0.0 0.0 0.0
H -1.7444 4.6857 -5.8623 0.0 0.0 0.0
H -3.9942 5.5206 -6.4715 0.0 0.0 0.0
H -5.8821 5.2086 -4.8996 0.0 0.0 0.0
H -5.5221 4.0885 -2.7486 0.0 0.0 0.0
C -2.1054 3.6048 3.6444 0.0 0.0 0.0
C -0.5881 3.7375 3.5394 0.0 0.0 0.0
C 0.1697 2.4930 3.9948 0.0 0.0 0.0
C -0.0536 1.3224 3.0507 0.0 0.0 0.0
N 0.7584 0.1630 3.3743 0.0 0.1 0.0
C 1.9611 -0.0965 2.7980 0.0 -0.1 -0.1
Se 2.9157 1.0553 1.7519 0.0 0.1 0.1
N 2.2903 -1.3766 3.1229 0.2 -0.1 0.0
C 3.4064 -2.1254 2.5576 -0.1 0.0 0.0
C 4.4557 -2.5105 3.5946 0.0 0.1 0.0
C 5.2349 -1.3142 4.1350 0.1 0.0 0.0
C 6.1521 -0.6792 3.0910 0.0 0.0 0.0
C 1.2819 -1.9380 3.8875 0.0 0.0 -0.1
C 1.1145 -3.2074 4.4094 0.0 -0.1 0.0
C -0.0495 -3.4519 5.1286 0.0 0.1 0.0
C -1.0108 -2.4577 5.3133 0.1 0.0 0.0
C -0.8459 -1.1887 4.7718 -0.1 -0.1 0.0
C 0.3092 -0.9557 4.0502 0.0 0.1 0.1
H -2.6086 4.5170 3.3219 0.0 0.0 0.0
H -2.4065 3.4047 4.6752 0.0 0.0 0.0
H -2.4876 2.7939 3.0231 0.0 0.0 0.0
H -0.2575 4.5915 4.1354 0.0 0.0 0.0
H -0.3113 3.9553 2.5036 0.0 0.0 0.0
H -0.1375 2.2146 5.0089 0.0 0.0 0.0
H 1.2422 2.6989 4.0191 0.0 0.0 0.0
H 0.2095 1.6038 2.0286 -0.1 0.0 0.0
H -1.0924 0.9891 3.0511 0.0 0.0 0.0
H 3.8360 -1.4909 1.7816 0.0 0.0 0.0
H 2.9893 -3.0075 2.0631 0.0 0.0 0.0
H 5.1489 -3.2144 3.1226 0.0 0.0 0.0
H 3.9732 -3.0395 4.4202 0.0 0.0 0.0
H 5.8292 -1.6438 4.9921 0.0 0.0 0.0
H 4.5290 -0.5672 4.5102 0.0 0.0 0.0
H 6.7525 -1.4426 2.5870 0.0 0.0 0.0
H 6.8351 0.0357 3.5518 0.0 0.0 0.0
H 5.5790 -0.1434 2.3343 0.0 0.0 0.0
H 1.8455 -3.9865 4.2469 0.0 0.0 0.0
H -0.2164 -4.4362 5.5443 0.0 0.0 0.0
H -1.9046 -2.6799 5.8797 0.0 0.0 0.0
H -1.5966 -0.4207 4.8985 0.0 0.0 0.0
```
Positions in Å, forces in eV/Å.